# 1
Below is 12 unconnected molecules or ions with the total composition C55H136N8O12 in a non-equilibrium geometry, with properties calculated with ωB97M-V/def2-TZVPD.

```
211
Properties=species:S:1:pos:R:3:forces:R:3:mulliken_charge:R:1
C -13.8142 0.2921 -33.3608 0.7117 1.0565 0.7223 -1.150
C -13.6210 0.5059 -31.8414 0.0311 -0.5635 -1.0528 1.062
O -14.2441 -0.5543 -31.1460 -0.1257 0.1267 -0.4092 -0.655
H -13.3050 1.0959 -33.8926 0.3357 0.1962 0.0451 0.167
H -14.8532 0.4700 -33.6382 -0.0982 -0.8363 0.0213 0.346
H -13.3263 -0.6197 -33.7052 -0.6441 -0.2074 0.0349 0.396
H -14.0222 1.4885 -31.5933 -0.3210 0.1662 0.2870 -0.545
H -12.5661 0.5236 -31.5675 0.3465 0.0835 -0.2321 0.091
H -14.2982 -0.2950 -30.2233 -0.2662 -0.0048 0.3861 0.432
C -12.2729 7.5843 -27.3181 0.2739 0.0897 -1.3834 -0.820
C -13.6814 7.0674 -27.1342 0.3141 -0.1517 -0.5096 0.216
O -14.2368 7.6970 -26.0285 -0.9830 0.1265 1.6440 -0.506
H -12.2144 8.6700 -27.2416 -0.2648 0.0265 0.4303 0.373
H -11.9561 7.4119 -28.3467 0.1256 -0.3917 -0.1633 -0.265
H -11.5304 7.1307 -26.6616 -0.2476 -0.0133 0.1824 0.460
H -13.6992 5.9811 -27.0469 0.1906 -0.2466 0.2188 0.644
H -14.3943 7.2635 -27.9351 0.5406 0.3287 -0.7077 -0.482
H -14.3690 7.0483 -25.3333 0.0190 0.2114 0.2159 0.285
C -12.7687 1.5905 -28.2538 -0.4480 -0.1001 -0.5583 -0.832
C -14.3021 1.6440 -28.2524 0.0063 -0.8003 2.1142 0.625
O -14.9614 0.4092 -28.6040 -0.0310 0.6539 -1.5979 -0.586
H -12.2722 0.8182 -27.6663 -0.5217 -0.1254 0.2568 0.372
H -12.3504 2.5452 -27.9352 -0.0618 0.0966 -0.1444 0.319
H -12.4925 1.3927 -29.2895 0.3225 0.2006 -0.0752 0.007
H -14.6328 2.5074 -28.8298 -0.1414 -0.6580 -0.8383 -0.615
H -14.7568 1.8483 -27.2830 0.6188 0.4185 0.5604 0.497
H -14.8492 -0.3140 -27.9827 0.3690 0.3836 0.4450 0.272
C -12.0037 2.3643 -36.7768 -0.1633 1.4784 0.4770 -0.655
C -11.9745 1.1299 -37.5589 -0.3601 -1.4282 -0.6376 -0.382
O -13.2642 0.7525 -38.0793 0.4401 0.1374 0.5315 -0.539
H -12.1249 3.2617 -37.3835 0.1604 0.0685 0.0260 0.471
H -11.0709 2.3850 -36.2132 0.0605 0.4675 -0.1037 0.186
H -12.8040 2.3757 -36.0369 -0.1347 -0.2348 -0.0170 0.167
H -11.6031 0.3893 -36.8507 -0.0644 -0.6279 -0.1949 0.247
H -11.2962 1.1595 -38.4117 0.3451 0.2574 0.1155 0.351
H -13.1512 -0.1694 -38.3219 -0.3311 -0.0856 -0.1977 0.314
C -4.6846 1.4418 -33.2982 -0.5387 0.0819 -0.8448 -1.585
C -5.7762 0.3393 -33.5981 -0.5988 -0.2772 -0.6589 1.232
C -6.0467 -0.4928 -32.3705 0.4332 -0.7389 2.1130 -1.239
C -6.8260 0.1975 -31.2939 -0.4752 1.2739 0.4212 -0.890
C -8.2283 0.6495 -31.7904 1.8524 -0.2720 -0.3972 -1.055
C -8.1414 1.4640 -33.1744 -0.3303 -0.4066 1.9217 2.522
N -7.1589 0.8393 -34.0594 1.5330 -1.5782 1.6417 0.517
O -7.1472 1.3884 -35.3448 -0.2244 0.2274 -0.0422 -0.486
C -9.5184 1.3755 -33.7890 -0.8073 -1.0449 -0.9779 -3.139
C -7.8966 2.9131 -32.8274 0.7576 0.7898 0.0125 -1.749
C -5.2473 -0.6942 -34.6734 -0.8226 1.5890 0.6637 -1.808
H -4.4527 1.9344 -34.2425 -0.2076 0.2505 -0.0854 0.417
H -3.7041 1.1092 -32.9573 -0.2105 -0.8026 0.0872 0.402
H -4.9640 2.2123 -32.5797 -0.4491 -0.1001 -0.0662 0.299
H -6.4983 -1.4833 -32.4264 -0.2785 -0.0085 -1.3071 0.323
H -5.1121 -0.7470 -31.8705 0.5626 0.0900 -0.3662 0.469
H -6.2089 0.9991 -30.8881 -0.1932 0.7930 -0.3636 0.341
H -6.9087 -0.3799 -30.3731 -0.3356 -0.6658 -0.2435 0.459
H -8.6500 1.2132 -30.9582 -0.4561 0.4087 -0.4483 0.396
H -8.7866 -0.2808 -31.8953 -0.3181 0.0953 -0.3412 0.461
H -9.6516 1.9227 -34.7223 0.2027 0.5008 0.2369 0.825
H -9.7432 0.3500 -34.0819 0.2224 -0.3937 0.0255 0.571
H -10.3364 1.6019 -33.1051 0.2199 0.4889 0.1965 0.206
H -7.1211 3.0408 -32.0721 0.0067 -0.1149 0.1730 0.388
H -7.5392 3.4770 -33.6890 -0.2170 0.0103 -0.2121 0.515
H -8.8120 3.3735 -32.4556 0.0213 0.0528 0.0278 0.009
H -4.2538 -0.9951 -34.3409 -0.0783 -0.2452 -0.2810 0.429
H -5.2369 -0.2264 -35.6579 0.3490 -0.0446 0.0321 0.394
H -5.9683 -1.5112 -34.6995 0.2825 -0.1672 0.0141 0.380
H -7.7379 0.7433 -35.7404 0.0732 0.2244 -0.8691 0.355
C -13.8563 8.1927 -33.4531 -0.3426 -1.4570 0.2591 -1.578
C -13.7481 7.7402 -31.9515 -0.5410 0.7858 0.9449 1.577
C -15.0897 7.2026 -31.3381 0.7271 0.0924 -0.7582 -0.668
C -15.4282 5.7380 -31.6696 1.1918 0.4357 -0.3917 -0.177
C -14.2078 4.7546 -31.3847 -0.3955 2.3301 -0.2586 -1.062
C -12.8416 5.3021 -31.9771 -1.2176 -0.8203 0.1137 2.035
N -12.7090 6.7347 -31.6504 0.3792 0.3059 0.6945 1.689
O -11.4728 7.2492 -32.1291 -0.5150 -0.4741 -1.2939 -0.383
C -11.6809 4.4669 -31.3357 -0.6663 0.2343 -0.6666 -2.281
C -12.8984 4.9896 -33.4891 0.5331 0.2751 0.2982 -2.054
C -13.4651 9.0239 -31.1210 0.8541 -0.2235 -0.9893 -1.961
H -12.9162 8.4600 -33.9357 0.2190 -0.2199 0.4747 0.238
H -14.5346 9.0166 -33.6749 -0.2021 -0.0489 0.6437 0.377
H -14.2450 7.3135 -33.9669 -0.0393 0.1503 -0.4982 0.185
H -15.0896 7.3680 -30.2607 0.4761 -0.1946 0.2144 -0.838
H -15.8332 7.9284 -31.6674 -0.3825 -0.3223 -0.3439 0.472
H -15.7053 5.7229 -32.7237 -0.0828 -0.3283 -0.1419 1.036
H -16.3204 5.5008 -31.0900 -0.0873 -0.4846 0.0583 -0.216
H -14.3759 3.7801 -31.8433 -0.0872 -0.1106 0.4053 0.248
H -14.1270 4.7513 -30.2977 0.1868 -0.5446 0.2041 -0.090
H -11.5031 4.6130 -30.2703 -0.0506 0.5871 -0.0375 0.151
H -11.9392 3.4109 -31.4155 -0.1006 -0.1491 -0.2431 0.369
H -10.7744 4.6117 -31.9234 0.1317 0.0989 0.2312 0.483
H -13.8270 5.3376 -33.9415 0.1433 0.0845 -0.0356 0.231
H -12.0337 5.4735 -33.9433 -0.1316 0.0322 -0.3169 0.418
H -12.8305 3.9190 -33.6824 0.0837 -0.1006 0.1215 0.340
H -13.2932 8.8152 -30.0651 -0.1079 0.0030 -0.0381 -0.195
H -14.2283 9.7854 -31.2815 -0.4035 -0.2824 0.2281 0.449
H -12.5718 9.4743 -31.5538 0.3143 0.0091 0.3076 0.498
H -10.8236 7.1762 -31.4257 0.0649 0.3579 1.0333 0.021
C -19.1668 4.6253 -27.7770 -0.9116 0.2393 0.0835 -1.599
C -18.0592 4.8934 -28.8004 2.1784 0.0655 1.3577 1.166
C -17.1752 3.5829 -29.0391 -1.3924 1.6282 0.5089 0.374
C -17.8931 2.5887 -29.9209 -0.3941 0.5934 -1.3416 -1.161
C -18.3415 3.3029 -31.3045 2.6421 -2.5121 1.9917 -1.406
C -19.1961 4.5119 -31.1334 -0.6066 0.0779 -2.0334 1.325
N -18.7014 5.4418 -30.0511 -1.0917 -1.6966 0.6649 1.675
O -19.4622 6.5787 -29.8577 1.2485 -1.1056 -0.8733 -0.408
C -19.1542 5.2745 -32.4937 0.8518 0.2566 0.6781 -1.521
C -20.6903 4.0184 -31.0210 -0.3200 1.3326 1.3345 -1.750
C -17.0860 6.0065 -28.1819 -0.4789 0.0905 -1.4341 -1.426
H -19.7473 5.5350 -27.6236 0.0349 0.1259 0.3363 0.571
H -18.7371 4.3608 -26.8108 0.2093 0.0946 -0.1819 0.419
H -19.8981 3.8532 -28.0161 0.2592 -0.2021 -0.3670 0.293
H -16.1929 3.9675 -29.3134 -0.0418 -0.4645 -0.7852 -1.309
H -17.0263 3.1714 -28.0408 -0.1046 -0.0084 0.1066 0.821
H -18.7730 2.1770 -29.4265 -0.1569 0.2585 0.2274 0.418
H -17.2629 1.7088 -30.0502 0.1138 0.1064 -0.5720 0.505
H -18.7899 2.5351 -31.9350 -0.6229 0.3095 0.1220 0.713
H -17.3946 3.4603 -31.8209 0.0606 0.7255 -0.0453 0.303
H -18.1457 5.6575 -32.6497 0.0689 0.0903 0.0261 0.092
H -19.2876 4.5098 -33.2589 -0.5012 0.3511 -0.0775 0.480
H -19.8341 6.1262 -32.5151 -0.2257 -0.3393 -0.2708 0.432
H -21.2933 4.9254 -30.9773 -0.3334 -0.0453 0.1854 0.481
H -21.0899 3.4677 -31.8725 0.8807 0.1134 -0.3350 0.415
H -20.9186 3.3974 -30.1548 0.3033 0.0953 0.1861 0.344
H -16.2367 6.0892 -28.8601 -0.1051 0.2676 -0.2662 -0.526
H -16.5945 5.8770 -27.2177 -0.7046 -0.8678 0.2086 0.540
H -17.6014 6.9660 -28.1389 0.0442 0.0223 -0.0502 0.583
H -20.1611 6.2106 -29.3122 -0.9386 0.3488 0.5767 0.394
C -18.7588 8.2797 -39.8827 0.8913 -0.5764 0.1527 -1.545
C -19.2441 8.0717 -38.4367 -0.9835 -0.1522 -1.5841 0.652
C -18.2148 8.4370 -37.3975 -0.0967 0.8090 1.0315 -0.718
O -18.7012 8.1734 -36.0611 1.0033 -0.8591 0.9257 -0.366
C -17.7505 8.4689 -34.9599 -1.5292 0.6062 -1.4365 -0.563
N -20.4452 8.8968 -38.3868 -0.8428 0.5347 1.2819 -0.782
H -17.8128 7.7798 -40.0909 0.2395 0.0669 0.1748 0.388
H -18.6475 9.3404 -40.1076 -0.0473 0.0017 0.0955 0.398
H -19.4350 7.8340 -40.6123 -0.3382 0.1429 0.2070 0.398
H -19.6066 7.0509 -38.3155 0.7761 -0.5292 0.1506 0.272
H -18.0327 9.5112 -37.4284 0.0792 0.2865 -0.3670 0.271
H -17.2649 7.9450 -37.6067 0.0496 -0.3698 0.1266 0.326
H -16.7593 8.0314 -35.0788 0.0017 0.0597 -0.3173 0.356
H -18.1615 8.1582 -33.9993 -0.3502 -0.5258 -0.2855 0.005
H -17.7501 9.5561 -34.8819 0.6955 0.1732 -0.0831 0.402
H -21.0006 8.5771 -37.6061 0.0655 0.3480 0.7424 0.231
H -21.1007 8.6779 -39.1234 0.4399 -0.0270 -0.7488 0.256
C -15.0862 12.8296 -39.0459 -1.4143 -1.1484 0.0110 -1.489
C -14.1748 12.9495 -37.8544 -1.0030 0.2636 -1.2993 0.184
C -14.0614 11.6652 -37.1120 -0.8490 0.9001 2.6221 -0.581
O -13.1937 12.0251 -35.9983 0.5090 -0.3678 -0.8851 -0.342
C -12.8880 10.9805 -35.1037 -0.9775 0.1621 -0.5722 -0.581
N -12.9423 13.3028 -38.4140 2.2490 1.1381 -0.1341 -0.696
H -16.1074 12.6384 -38.7161 -0.3755 0.5140 -0.2054 0.357
H -14.8661 11.9005 -39.5716 0.4037 -0.2258 -0.1308 0.325
H -14.9930 13.5950 -39.8163 -0.1278 0.3155 0.5806 0.405
H -14.4346 13.7522 -37.1642 -0.4788 -0.1107 0.0187 0.408
H -13.8191 10.8176 -37.7532 0.7576 -0.1006 0.1597 0.362
H -15.0207 11.4724 -36.6318 -0.4203 -0.5165 -0.0987 0.290
H -13.8344 10.6314 -34.6907 -0.0073 -0.3052 0.1860 0.248
H -12.2913 11.3596 -34.2741 0.2072 0.0175 -0.2699 0.213
H -12.4161 10.1706 -35.6601 0.3118 -0.2463 0.3236 0.379
H -12.5449 12.4770 -38.8385 0.4860 0.0359 -0.1520 0.268
H -12.3711 13.5941 -37.6336 0.7599 -0.1504 -0.2503 0.301
C -14.3635 11.0967 -28.2623 0.0176 -0.2051 -0.9514 -1.011
C -15.7875 10.9375 -27.7839 1.3794 0.4121 -0.3511 0.043
C -16.5805 9.8747 -28.5258 -0.0990 0.1442 -0.7157 0.323
O -16.8677 10.2742 -29.8761 -1.1658 -0.8200 -0.3089 -0.390
C -17.8974 9.4523 -30.5108 1.2952 -0.1619 0.4402 -0.327
N -15.7611 10.7018 -26.3625 -1.3962 0.2438 0.1116 -0.722
H -14.4877 11.1891 -29.3413 0.7498 0.1439 -0.1867 0.240
H -13.7250 10.2427 -28.0363 -0.1968 -0.3563 -0.0685 -0.200
H -13.8287 11.9509 -27.8471 -0.4386 0.2011 -0.0101 0.509
H -16.2654 11.8859 -28.0293 -0.3123 0.1534 0.4212 0.363
H -17.5054 9.7287 -27.9677 -0.3894 -0.0876 -0.0046 0.517
H -16.0299 8.9341 -28.5151 0.1689 -0.3673 -0.0952 -0.345
H -18.8853 9.4987 -30.0525 0.0017 0.5206 0.2112 0.438
H -17.6099 8.4012 -30.4832 0.2307 -0.2755 0.3474 -0.267
H -17.9615 9.6381 -31.5829 0.0772 0.7419 0.1671 0.288
H -15.3018 9.8363 -26.1175 0.3607 -0.2565 -0.1981 0.244
H -16.7451 10.5374 -26.2047 -0.2625 -0.0113 1.2129 0.356
C -11.1163 13.0104 -30.1033 0.5050 -1.1929 0.8693 -1.203
C -9.8663 12.2667 -29.5137 0.6464 1.2014 -1.1793 0.987
C -8.8273 11.7531 -30.6369 0.4038 1.1819 2.4275 -1.082
O -9.1180 10.4989 -31.1230 -0.9499 -0.5874 -1.9569 -0.455
C -9.0999 10.3692 -32.5499 0.1519 -0.6511 0.0393 -0.928
N -9.1512 13.1213 -28.5048 -0.2021 -0.8000 -0.5511 -0.760
H -11.8920 13.0184 -29.3376 0.2202 0.6795 0.3437 0.273
H -11.6324 12.3939 -30.8392 0.5092 0.0616 -0.6218 0.242
H -10.8664 14.0082 -30.4642 -0.1686 -0.1174 -0.0551 0.368
H -10.2410 11.4240 -28.9326 0.2009 -0.2991 -0.2613 -0.113
H -7.8613 11.6507 -30.1425 0.2055 -0.0923 0.6938 0.326
H -8.5269 12.5204 -31.3504 -0.9504 0.0922 -0.6809 0.493
H -9.3729 9.3640 -32.8711 -0.3480 -0.2538 0.6765 0.163
H -8.0749 10.4348 -32.9148 0.0462 0.7448 -0.1613 0.365
H -9.8236 11.0150 -33.0471 0.3159 0.4606 0.0938 0.368
H -8.6719 13.9224 -28.8904 -0.5292 0.5092 -0.6354 0.270
H -8.3390 12.5822 -28.2406 0.0467 -0.4314 0.5960 0.267
C -7.9300 6.9989 -31.0880 -0.8285 0.2752 -0.2058 -1.036
C -8.5359 7.3600 -29.7406 0.1812 -0.4823 2.1042 0.285
C -7.6123 8.1058 -28.7205 -1.4161 -1.6587 -1.8182 -0.389
O -6.4527 7.3795 -28.6319 0.8656 0.1993 0.5456 -0.322
C -5.7314 7.9266 -27.5579 1.4002 -1.3098 -0.2077 -0.785
N -9.7353 8.1352 -29.8670 -0.3554 0.5238 -1.8319 0.356
H -8.6828 6.3768 -31.5723 0.0350 -0.1888 -0.2407 0.126
H -6.9958 6.4374 -31.0882 -0.0430 0.2644 0.3817 0.464
H -7.8576 7.8851 -31.7184 0.3720 0.1271 -0.0108 0.028
H -8.9481 6.4449 -29.3152 0.9716 -0.5376 0.5396 0.481
H -8.1061 8.0981 -27.7488 -0.3507 0.3133 0.1708 0.455
H -7.4246 9.1271 -29.0517 -0.0672 0.3653 -0.0881 0.105
H -6.3487 7.9293 -26.6596 0.1002 0.3328 0.1675 0.330
H -5.2863 8.8887 -27.8119 -0.3203 0.3553 0.1619 0.295
H -4.9007 7.2335 -27.4256 0.1250 0.1148 0.3842 0.273
H -10.1582 8.4394 -29.0017 0.2455 -0.2096 0.2599 0.063
H -9.3597 8.9534 -30.3247 -1.0196 0.7377 -0.0754 -0.168
```
Positions in Å, forces in eV/Å.

Values from the calculation:
- 2S+1: 2
- Charge: +1
- Orbital gap (spin up / spin down): 7.081 / 2.693 eV
- Expectation value of S²: 0.75


# 2
Below is 2 unconnected molecules or ions with the total composition C2H10NS in a non-equilibrium geometry, with properties calculated with ωB97M-V/def2-TZVPD.

```
14
Properties=species:S:1:pos:R:3:forces:R:3:nbo_charge:R:1
N -0.7777 1.5551 -2.0754 1.4087 -1.0452 -0.6741 -0.890
H -0.4236 1.6050 -3.0343 -0.2022 0.2265 -0.0303 0.443
H -0.6076 2.4428 -1.6078 -0.4338 0.0712 0.0996 0.452
H -1.7431 1.2354 -2.0935 -0.1539 0.3188 0.2634 0.452
H -0.1748 0.8110 -1.5713 -0.8407 0.8930 -0.1499 0.444
C 0.9162 0.1922 1.8946 -1.6442 1.5209 -1.5136 -0.638
S 0.2590 -0.1299 0.1148 0.9713 -1.2561 1.8876 0.034
C -0.4206 -1.7855 0.4390 -0.6557 -0.3315 -1.0169 -0.735
H 0.8136 -0.7189 2.4704 0.4022 -0.0586 -0.1354 0.244
H 0.1940 0.9519 2.2507 0.5234 -0.5295 0.2105 0.228
H 1.8841 0.6745 1.8043 0.1744 -0.5213 0.1826 0.241
H -0.6548 -2.3727 -0.4556 0.1086 0.6606 -0.4052 0.245
H 0.2967 -2.4466 0.9107 0.0332 0.3621 0.6848 0.246
H -1.3865 -1.6456 0.9182 0.3088 -0.3110 0.5968 0.233
```
Positions in Å, forces in eV/Å.

Values from the calculation:
- 2S+1: 1
- Charge: +1
- Energy relative to the best compared isomer or geometry (same formula, charge and spin): 67.5 kJ/mol
- Orbital gap: 9.089 eV


# 3
Below is 2 unconnected molecules or ions with the total composition C4H8O2 in a non-equilibrium geometry, with properties calculated with ωB97M-V/def2-TZVPD.

```
14
Properties=species:S:1:pos:R:3:forces:R:3:nbo_charge:R:1
C 0.5968 -1.2118 0.2406 -0.0218 -1.0997 -0.6716 -0.523
C -0.5050 -0.8401 -0.4224 0.6371 -1.5209 -0.2920 -0.213
C -0.3182 -0.4745 -1.8490 0.1638 0.2111 -0.2391 0.425
O -0.0315 0.6111 -2.3112 -0.1808 -0.3861 0.4490 -0.550
H 0.5264 -1.8866 1.0758 0.1355 0.1339 0.3430 0.207
H 1.5707 -0.9845 -0.1752 0.0631 -0.0874 0.1312 0.196
H -1.4944 -1.1945 -0.1528 0.0866 -0.0359 0.0306 0.231
H -0.3710 -1.3751 -2.4861 -0.1742 0.1823 -0.3123 0.124
C 0.1805 1.1742 1.3573 -0.6692 0.6284 -0.2625 -0.280
O -0.8278 1.0161 0.2924 0.5108 1.1573 0.8535 -0.707
H -0.0073 0.4908 2.2040 -0.3586 0.2241 -0.7033 0.199
H -0.0485 2.1841 1.6421 0.4021 0.5096 0.7455 0.196
H 1.2658 1.0861 1.1431 -0.8609 -0.0355 -0.6358 0.194
H -0.5364 1.4047 -0.5585 0.2665 0.1188 0.5638 0.502
```
Positions in Å, forces in eV/Å.

Values from the calculation:
- 2S+1: 1
- Energy relative to the best compared isomer or geometry (same formula, charge and spin): 360.4 kJ/mol
- Orbital gap: 9.525 eV
- Structure (SMILES): C=CC=O.CO


| no. | DFT total energy (eV) |
| --- | --- |
| 1 | -95712.73605 |
| 2 | -14554.36496 |
| 3 | -8369.54613 |